Entry 1:
{"formula": "C33H47O10", "method": "the ωB97M-V functional and the def2-TZVPD basis", "species": ["C", "C", "C", "C", "C", "C", "C", "C", "C", "C", "C", "C", "C", "C", "C", "C", "C", "O", "C", "C", "C", "O", "O", "C", "O", "H", "H", "H", "H", "H", "H", "H", "H", "H", "H", "H", "H", "H", "H", "H", "H", "H", "H", "H", "H", "H", "H", "H", "O", "C", "O", "C", "C", "C", "H", "H", "H", "H", "H", "H", "H", "H", "O", "C", "O", "C", "C", "C", "H", "H", "H", "H", "H", "H", "H", "H", "O", "C", "O", "C", "C", "C", "H", "H", "H", "H", "H", "H", "H", "H"], "positions_angstrom": [[7.21, -2.23, 0.68], [6.84, -2.43, 2.18], [6.66, -3.90, 2.67], [6.71, -1.29, 2.98], [5.35, -0.82, 3.64], [5.10, 0.71, 3.33], [4.36, 1.02, 1.97], [4.24, -0.21, 0.98], [2.94, 1.68, 2.12], [2.01, 1.03, 3.23], [0.75, 0.31, 2.68], [-0.36, 0.98, 2.03], [-1.54, 0.25, 1.57], [-1.60, -1.18, 1.78], [-0.46, -1.90, 2.41], [0.70, -1.16, 2.86], [-0.58, -3.45, 2.59], [0.37, -4.19, 2.44], [-2.03, -3.94, 2.94], [-3.07, -3.28, 2.36], [-4.52, -3.76, 2.77], [-4.72, -4.98, 2.79], [-5.38, -2.86, 3.10], [-2.82, -2.08, 1.39], [-3.50, -1.87, 0.42], [6.26, -2.27, 0.07], [7.59, -1.17, 0.55], [7.93, -3.00, 0.31], [5.91, -4.02, 3.49], [7.66, -4.20, 3.11], [6.46, -4.53, 1.77], [7.60, -0.65, 3.24], [5.51, -0.92, 4.76], [4.49, -1.50, 3.40], [6.11, 1.21, 3.38], [4.53, 1.12, 4.22], [5.00, 1.78, 1.43], [3.54, 0.12, 0.15], [5.23, -0.37, 0.48], [3.79, -1.13, 1.42], [3.10, 2.76, 2.40], [2.44, 1.71, 1.12], [2.53, 0.33, 3.93], [1.63, 1.88, 3.87], [-0.28, 2.08, 1.88], [-2.38, 0.80, 1.10], [1.54, -1.72, 3.34], [-2.15, -4.78, 3.66], [0.50, -2.78, -4.71], [-0.69, -2.71, -4.56], [-1.25, -1.56, -4.15], [-2.67, -1.32, -4.13], [-3.30, -1.84, -2.85], [-1.57, -3.92, -4.75], [-3.15, -1.72, -5.03], [-2.79, -0.24, -4.17], [-3.18, -2.92, -2.76], [-4.36, -1.60, -2.82], [-2.81, -1.40, -1.98], [-1.56, -4.51, -3.84], [-1.15, -4.52, -5.56], [-2.59, -3.69, -5.04], [3.55, 3.46, -0.20], [2.87, 4.42, -0.46], [1.91, 4.82, 0.39], [1.18, 6.04, 0.26], [0.00, 5.88, -0.67], [3.03, 5.14, -1.78], [1.84, 6.86, -0.03], [0.82, 6.28, 1.27], [0.31, 5.63, -1.68], [-0.58, 6.81, -0.71], [-0.65, 5.07, -0.33], [2.45, 4.62, -2.54], [4.09, 5.12, -2.06], [2.74, 6.19, -1.75], [-5.15, 0.73, -3.85], [-6.35, 0.80, -3.71], [-6.91, 1.95, -3.29], [-8.32, 2.19, -3.27], [-8.95, 1.67, -1.99], [-7.22, -0.42, -3.90], [-8.80, 1.79, -4.17], [-8.44, 3.28, -3.32], [-8.83, 0.59, -1.90], [-10.01, 1.91, -1.96], [-8.46, 2.12, -1.12], [-7.22, -1.00, -2.98], [-6.80, -1.01, -4.71], [-8.24, -0.18, -4.18]], "e_homo_ev": -4.57, "total_energy_ev": -55455.2923, "charge": -1, "fmax_ev_per_a": 2.8, "gap_ev": 6.495}


Entry 2:
{"formula": "C15H10F5N3O2W", "method": "the ωB97M-V functional and the def2-TZVPD basis", "species": ["W", "O", "C", "C", "C", "C", "C", "C", "C", "O", "N", "N", "C", "C", "C", "C", "C", "C", "N", "H", "H", "H", "H", "H", "H", "H", "H", "H", "H", "F", "C", "F", "C", "F", "F", "F"], "positions_angstrom": [[-0.63, 0.78, 1.03], [1.28, -1.96, -3.32], [0.09, -1.48, -3.65], [-0.30, -1.62, -4.98], [-1.52, -1.15, -5.40], [-2.42, -0.52, -4.51], [-2.06, -0.36, -3.21], [-0.80, -0.83, -2.74], [-0.44, -0.63, -1.39], [-1.29, 0.06, -0.57], [0.66, -1.08, -0.83], [0.69, -0.70, 0.48], [1.51, -1.20, 1.33], [1.28, -0.79, 2.71], [2.01, -1.23, 3.79], [1.63, -0.82, 5.06], [0.52, 0.01, 5.21], [-0.16, 0.42, 4.09], [0.21, 0.05, 2.85], [1.46, -1.84, -2.37], [0.39, -2.11, -5.66], [-1.81, -1.28, -6.43], [-3.37, -0.17, -4.86], [-2.73, 0.12, -2.51], [2.26, -1.92, 1.03], [2.85, -1.89, 3.63], [2.18, -1.15, 5.93], [0.19, 0.33, 6.19], [-1.02, 1.07, 4.17], [1.65, 2.74, 1.18], [0.55, 2.51, 0.46], [0.82, 2.60, -0.85], [-0.60, 3.43, 0.88], [-0.84, 2.97, 2.19], [-1.68, 2.92, 0.20], [-0.56, 4.70, 0.84]], "s2": 2.03, "e_homo_ev": [-14.37, -14.39], "total_energy_ev": -39677.2443, "charge": 2, "e_above_lowest_kcal_mol": 0.1, "multiplicity": 3, "fmax_ev_per_a": 0.2, "gap_ev": [5.455, 4.934]}


Entry 3:
{"formula": "C25H33CsF6I2N3O5PS3", "method": "the ωB97M-V functional and the def2-TZVPD basis", "species": ["Cs", "C", "C", "C", "P", "C", "C", "C", "C", "C", "C", "C", "C", "C", "C", "N", "C", "C", "C", "C", "C", "C", "C", "C", "C", "H", "H", "H", "H", "H", "H", "H", "H", "H", "H", "H", "H", "H", "H", "H", "H", "H", "H", "H", "H", "H", "H", "H", "H", "H", "H", "H", "H", "H", "H", "H", "I", "C", "I", "H", "H", "F", "C", "F", "F", "S", "O", "O", "N", "S", "O", "O", "C", "F", "F", "F", "O", "S", "N"], "positions_angstrom": [[0.39, -0.53, 0.68], [-4.54, -1.22, -2.02], [-4.73, -0.61, -0.63], [-4.83, 0.91, -0.72], [-3.27, -1.09, 0.43], [-3.75, -0.41, 2.10], [-5.17, -0.66, 2.58], [-2.74, -0.93, 3.12], [-3.53, -2.90, 0.61], [-4.80, -3.45, 0.78], [-5.05, -4.81, 0.85], [-6.44, -5.35, 1.04], [-3.94, -5.65, 0.73], [-2.67, -5.16, 0.56], [-2.39, -3.76, 0.50], [-1.15, -3.27, 0.36], [-0.16, -4.09, -0.14], [-0.22, -4.59, -1.47], [-1.39, -4.22, -2.34], [0.81, -5.36, -1.98], [1.94, -5.66, -1.24], [3.07, -6.47, -1.84], [2.02, -5.15, 0.04], [1.01, -4.37, 0.60], [1.19, -3.82, 1.99], [-5.38, -0.96, -2.67], [-4.47, -2.31, -1.97], [-3.63, -0.84, -2.48], [-5.66, -1.01, -0.20], [-3.91, 1.33, -1.13], [-5.00, 1.37, 0.26], [-5.66, 1.19, -1.37], [-3.59, 0.67, 2.00], [-5.33, -1.73, 2.78], [-5.92, -0.33, 1.86], [-5.35, -0.12, 3.51], [-2.71, -2.02, 3.13], [-3.01, -0.59, 4.13], [-1.74, -0.54, 2.93], [-5.65, -2.78, 0.85], [-7.18, -4.55, 0.99], [-6.56, -5.85, 2.02], [-6.71, -6.09, 0.28], [-4.08, -6.73, 0.78], [-1.84, -5.85, 0.48], [-1.63, -3.16, -2.22], [-2.30, -4.76, -2.06], [-1.17, -4.42, -3.39], [0.73, -5.72, -3.01], [2.69, -7.28, -2.46], [3.70, -6.90, -1.06], [3.72, -5.85, -2.47], [2.91, -5.35, 0.64], [1.62, -4.57, 2.66], [0.23, -3.50, 2.40], [1.87, -2.97, 1.99], [-1.31, 2.95, 0.04], [-0.46, 2.90, -1.90], [-0.88, 1.12, -3.02], [0.62, 2.92, -1.78], [-0.82, 3.72, -2.50], [4.37, -1.24, 3.20], [4.21, 0.04, 2.82], [2.96, 0.40, 3.10], [5.05, 0.79, 3.54], [4.57, 0.16, 1.02], [3.52, -0.59, 0.38], [5.92, -0.31, 0.90], [4.51, 1.73, 0.80], [3.51, 2.51, -0.12], [2.22, 1.92, -0.29], [3.61, 3.91, 0.15], [4.28, 2.33, -1.79], [5.50, 2.88, -1.83], [3.52, 2.95, -2.71], [4.39, 1.05, -2.14], [-2.12, 2.91, 2.74], [-0.98, 2.41, 3.59], [-0.12, 1.32, 3.16]], "e_homo_ev": -1.75, "total_energy_ev": -116020.3602, "charge": -2, "e_above_lowest_kcal_mol": 0.0, "fmax_ev_per_a": 0.2, "gap_ev": 5.517}


Question: Among the records above, which one has the highest charge?
Answer: C15H10F5N3O2W


Question: Among the records above, which one has the lowest charge?
Answer: C25H33CsF6I2N3O5PS3


Repeat the second record exactly.
{"formula": "C15H10F5N3O2W", "method": "the ωB97M-V functional and the def2-TZVPD basis", "species": ["W", "O", "C", "C", "C", "C", "C", "C", "C", "O", "N", "N", "C", "C", "C", "C", "C", "C", "N", "H", "H", "H", "H", "H", "H", "H", "H", "H", "H", "F", "C", "F", "C", "F", "F", "F"], "positions_angstrom": [[-0.63, 0.78, 1.03], [1.28, -1.96, -3.32], [0.09, -1.48, -3.65], [-0.30, -1.62, -4.98], [-1.52, -1.15, -5.40], [-2.42, -0.52, -4.51], [-2.06, -0.36, -3.21], [-0.80, -0.83, -2.74], [-0.44, -0.63, -1.39], [-1.29, 0.06, -0.57], [0.66, -1.08, -0.83], [0.69, -0.70, 0.48], [1.51, -1.20, 1.33], [1.28, -0.79, 2.71], [2.01, -1.23, 3.79], [1.63, -0.82, 5.06], [0.52, 0.01, 5.21], [-0.16, 0.42, 4.09], [0.21, 0.05, 2.85], [1.46, -1.84, -2.37], [0.39, -2.11, -5.66], [-1.81, -1.28, -6.43], [-3.37, -0.17, -4.86], [-2.73, 0.12, -2.51], [2.26, -1.92, 1.03], [2.85, -1.89, 3.63], [2.18, -1.15, 5.93], [0.19, 0.33, 6.19], [-1.02, 1.07, 4.17], [1.65, 2.74, 1.18], [0.55, 2.51, 0.46], [0.82, 2.60, -0.85], [-0.60, 3.43, 0.88], [-0.84, 2.97, 2.19], [-1.68, 2.92, 0.20], [-0.56, 4.70, 0.84]], "s2": 2.03, "e_homo_ev": [-14.37, -14.39], "total_energy_ev": -39677.2443, "charge": 2, "e_above_lowest_kcal_mol": 0.1, "multiplicity": 3, "fmax_ev_per_a": 0.2, "gap_ev": [5.455, 4.934]}


Question: Among the records above, which one has the lowest charge?
Answer: C25H33CsF6I2N3O5PS3